1.
Density functional theory data (ωB97M-V with the def2-TZVPD basis set) for a structure of composition AlHO.

```
3
Properties=species:S:1:pos:R:3:forces:R:3:mulliken_charge:R:1
Al -2.018 -0.805 0.074 0.838 0.312 -0.060 1.5336
O 0.746 0.088 -0.303 -1.424 -1.229 -0.821 0.0095
H 1.272 0.716 0.230 0.586 0.917 0.881 0.4569
```
Forces are in eV/Å.

## Properties
LUMO, eV: -18.30
Kohn-Sham gap, eV: 5.82
HOMO level, eV: -24.1
Relative energy (zero: lowest compared OMol25 entry of this formula, charge and spin), eV: 1.244
Total charge: +2

***

2.
Density functional theory data (ωB97M-V with the def2-TZVPD basis set) for a structure of composition C9H27FGaO8P2.

```
48
Properties=species:S:1:pos:R:3:forces:R:3:mulliken_charge:R:1
H -2.328 1.194 0.725 1.353 1.391 0.990 0.0753
C -1.886 -5.337 2.303 0.558 -0.191 0.230 -0.8316
O -3.958 -2.683 2.660 -1.850 -1.902 0.146 -0.3768
H 7.676 2.930 -2.264 -0.099 0.005 -0.059 0.2372
H 6.582 4.098 -3.047 0.268 0.057 -0.072 0.3381
H -1.055 4.220 1.096 -1.628 -1.685 -0.908 0.2797
H 3.581 -0.574 -1.692 -0.045 0.251 -0.217 0.2517
H 6.808 2.466 -3.751 0.282 0.068 -0.138 0.3412
H -2.272 -6.183 1.728 0.172 -0.199 0.092 0.3426
H -2.796 -1.538 1.346 -0.025 -0.208 0.097 0.3520
H 3.152 4.547 -4.607 -0.269 0.221 -0.098 0.3176
C -1.871 3.466 0.684 -0.558 0.084 0.930 -1.0792
O 2.605 2.832 -3.596 2.841 -0.134 -2.364 -0.2610
C -6.384 -4.889 0.916 -0.268 -0.293 -0.285 -0.7182
H 0.337 0.421 3.553 0.106 -0.039 -0.173 -0.2791
C 4.235 0.302 -1.686 0.565 -0.420 0.631 -0.6018
H 5.272 -0.043 -1.680 -0.049 0.015 0.121 0.2214
O -5.738 -3.800 1.549 0.961 -2.297 2.600 -0.2782
P -4.018 -3.962 1.626 1.229 9.392 -4.518 0.9009
H -6.191 -4.866 -0.159 0.055 -0.056 0.037 0.2964
H -1.994 3.616 -0.481 0.402 -0.581 2.375 0.2508
C 6.744 3.040 -2.822 0.519 -0.054 0.041 -0.8038
H -2.129 -1.807 2.979 -0.003 0.195 -0.276 0.2237
O -3.902 -3.464 0.181 -0.052 -1.788 0.315 -0.6294
H 4.038 0.877 -0.778 -0.050 0.049 -0.164 0.3550
P 4.141 2.692 -2.813 -4.936 -4.022 8.264 0.9717
C -0.051 1.382 0.626 -0.681 0.405 -0.698 -0.6183
Ga 0.698 0.021 2.015 0.110 0.138 0.554 0.3499
H 2.092 4.788 -3.184 0.072 -0.016 -0.028 0.3056
H -2.255 -5.385 3.332 0.153 -0.221 0.146 0.3465
H 1.431 4.104 -4.687 0.134 -0.111 0.070 0.2392
O 3.530 3.221 -1.511 1.013 1.109 -1.184 -0.5870
H -6.030 -5.833 1.338 -0.304 -0.112 -0.179 0.3085
O -2.297 -4.125 1.703 -1.577 -2.583 1.225 -0.1937
H -2.911 3.743 1.200 2.177 -0.449 -1.137 0.2892
C -1.512 1.930 1.128 1.113 0.058 -1.148 0.3892
F -1.552 1.873 2.608 -0.459 0.484 -2.412 -0.3474
H -3.486 -0.691 2.746 -0.175 -0.258 0.069 0.2777
H -7.460 -4.805 1.086 0.140 0.044 0.070 0.2329
H -0.795 -5.375 2.309 -0.134 0.063 0.001 0.2433
H 0.766 2.209 0.482 -1.805 -1.194 0.191 0.1559
H -0.154 0.778 -0.392 -0.011 1.461 1.967 0.2127
H 0.071 -1.432 1.772 -0.112 -0.234 -0.215 -0.2657
O 5.678 2.553 -2.031 0.405 1.221 -2.862 -0.2721
C -3.043 -1.631 2.407 1.127 0.482 0.199 -0.5687
H 2.319 -0.078 1.988 0.021 0.057 -0.322 -0.3280
O 4.002 1.053 -2.865 -0.435 1.248 -1.802 -0.3409
C 2.309 4.143 -4.039 -0.249 0.546 -0.102 -0.7250
```
Forces are in eV/Å.

## Properties
LUMO, eV: -0.73
Kohn-Sham gap, eV: 3.54
HOMO level, eV: -4.3
Relative energy (zero: lowest compared OMol25 entry of this formula, charge and spin), eV: 9.937
Total charge: -1

***

3.
Density functional theory data (ωB97M-V with the def2-TZVPD basis set) for a structure of composition C30H51N2O2P2Pt.

```
88
Properties=species:S:1:pos:R:3:forces:R:3:lowdin_spin:R:1
C 0.416 2.852 -3.923 -0.712 -0.072 -0.620 0.0002
C -3.594 0.045 2.314 0.071 0.036 -0.045 -0.0007
C 4.079 0.391 -0.313 0.158 0.052 -0.261 0.0037
H -3.152 -1.958 0.371 -0.064 -0.129 -0.018 -0.0003
N -0.564 -1.494 -0.890 0.125 -0.021 -0.499 0.1144
H -4.130 2.175 2.591 0.250 -0.350 0.260 0.0000
C -4.519 1.993 -0.221 -0.154 0.062 -0.211 0.0034
C -0.080 0.869 2.411 2.544 -0.494 2.013 0.1193
C -3.095 -1.096 3.219 0.242 0.077 0.003 0.0113
H -2.694 3.900 -0.333 0.259 -0.164 0.214 0.0001
H -5.044 -1.300 1.364 -0.084 0.247 0.190 0.0000
C -1.232 -2.583 -3.352 -0.072 -0.003 -0.037 0.0121
C 0.477 -1.823 -1.753 -1.565 -0.591 -0.458 0.0356
H 3.522 -2.835 2.904 -0.295 -0.224 -0.211 0.0000
C 4.395 -0.609 1.999 0.108 -0.263 0.065 0.0021
H -3.827 -0.880 -0.846 0.054 -0.155 -0.028 -0.0002
H -1.540 -3.037 -4.310 0.445 0.323 0.578 -0.0017
H -5.550 0.413 1.318 0.189 -0.303 0.236 0.0000
H 2.627 -1.966 -1.970 -0.621 -0.066 0.557 0.0160
C -1.843 -1.620 -1.251 0.371 -0.243 0.692 0.0248
H -2.562 1.706 3.325 -0.442 -0.073 0.004 0.0005
C 0.958 2.972 -1.585 0.596 -3.572 1.509 0.0037
H -4.742 2.806 -0.927 0.063 -0.142 0.072 0.0013
H -3.106 -2.057 2.689 0.066 0.103 0.133 0.0008
H -1.291 3.045 0.410 -0.490 0.081 0.061 0.0007
N 0.705 2.441 -0.570 0.031 1.884 -1.743 0.0095
O 0.496 -0.827 4.118 0.773 -0.342 -1.491 0.1787
C 3.639 -3.624 0.232 0.093 -0.235 0.075 0.0080
H 3.212 4.019 -2.002 -0.306 -0.227 -0.581 0.0000
P 1.997 -1.351 0.512 0.170 -0.117 0.768 0.0717
C -2.530 1.583 -1.671 0.085 -0.093 -0.068 0.0023
H -3.243 -2.612 -2.470 0.019 0.068 -0.434 0.0066
H 2.677 -4.391 2.779 -0.025 0.328 0.018 0.0018
H 3.280 4.038 -3.784 -0.118 -0.073 0.040 0.0000
C 2.390 -3.185 1.029 0.270 0.696 0.408 0.0292
C 1.601 2.886 -2.954 -0.274 -0.081 0.518 0.0006
H -4.106 1.188 4.075 0.239 0.093 -0.386 0.0001
H 1.626 0.625 -3.081 0.197 0.804 -0.219 0.0014
H -3.778 -1.176 4.079 0.153 0.009 -0.286 0.0009
H 4.893 -1.514 1.639 -0.085 0.185 0.150 0.0000
C 1.156 -4.028 0.655 -0.142 0.235 0.019 0.0138
Pt -0.152 -0.541 1.005 -0.147 0.330 -1.349 0.1223
H -2.819 3.328 1.332 0.327 -0.139 -0.317 0.0001
H 4.884 1.118 -0.127 -0.141 -0.245 0.072 0.0001
H 3.823 1.940 1.775 -0.168 -0.302 -0.079 0.0011
H 0.006 1.826 -3.857 0.024 0.499 -0.085 0.0001
C -2.388 3.087 0.348 0.128 0.057 0.050 0.0013
H -0.428 3.520 -3.678 0.595 0.041 -0.067 0.0000
H -5.598 -0.479 2.841 0.149 -0.028 -0.296 -0.0001
H 3.648 -4.726 0.158 0.050 0.400 0.055 0.0003
C 3.416 -0.010 0.994 0.350 -0.286 -0.365 0.0193
H 2.236 1.856 0.998 0.073 -0.205 0.231 0.0015
H 0.694 2.995 -4.974 0.125 0.126 0.278 0.0000
H -2.089 -0.921 3.610 -0.219 -0.069 -0.075 0.0069
C -2.996 1.801 -0.230 0.137 -0.331 0.760 0.0178
H 0.886 -2.335 -3.818 -0.419 -0.212 0.295 0.0047
H 3.333 0.908 -0.923 0.223 -0.246 0.235 0.0018
P -2.441 0.229 0.800 -0.258 0.990 -0.033 0.0403
H 3.649 -3.223 -0.794 0.086 -0.372 0.459 0.0027
C 2.603 -3.316 2.545 0.073 -0.067 0.128 0.0053
H -3.129 0.818 -2.180 0.134 0.051 0.048 0.0005
H 3.128 1.274 -2.489 -0.158 0.539 -0.472 0.0003
H 0.242 -3.547 1.035 0.147 -0.135 -0.111 0.0049
H 2.764 1.482 -4.212 -0.466 0.131 0.549 0.0001
H -4.904 2.322 0.753 0.142 -0.207 -0.323 0.0001
C 0.209 -0.390 3.019 -1.915 1.170 1.947 0.2240
H 2.114 5.039 -2.908 -0.096 -0.389 -0.113 0.0000
H 5.168 0.145 2.213 -0.192 -0.211 -0.133 0.0010
H 1.763 -2.893 3.113 0.137 -0.155 -0.147 0.0009
H 1.217 -5.014 1.146 0.149 0.307 -0.297 0.0001
C -2.205 -2.320 -2.390 0.153 0.066 -0.507 0.1375
C 1.795 -1.861 -1.250 0.065 2.016 -0.521 0.4727
C 0.092 -2.248 -3.067 0.679 -0.001 0.101 0.1381
C 2.600 4.052 -2.928 0.408 0.487 -0.249 0.0001
H 4.507 -0.445 -0.875 -0.060 0.032 0.021 0.0006
H -2.665 2.513 -2.235 0.002 -0.085 0.129 0.0001
H 4.572 -3.313 0.728 -0.361 -0.137 -0.177 0.0005
C -5.026 -0.345 1.910 -0.242 0.103 -0.069 -0.0004
H 2.490 1.156 2.620 0.025 -0.017 -0.113 0.0005
C 2.936 1.302 1.633 -0.759 -0.091 -0.104 0.0058
C -2.912 -1.134 -0.305 -0.223 -0.538 -0.089 0.0015
H 3.874 -0.808 2.943 0.243 -0.035 -0.177 0.0002
H -5.079 1.116 -0.566 0.102 0.128 0.053 0.0001
O -0.061 2.036 2.703 -1.135 -0.109 -0.923 0.1059
C -3.591 1.368 3.113 0.080 -0.039 0.019 0.0001
H -1.469 1.319 -1.729 -0.076 -0.004 0.035 0.0015
H 1.060 -4.157 -0.432 -0.006 -0.113 0.304 0.0046
C 2.317 1.493 -3.193 0.113 0.046 0.434 0.0017
```
Forces are in eV/Å.

## Properties
LUMO (spin up / spin down), eV: -2.95 / -4.91
Kohn-Sham gap (spin up / spin down), eV: 5.69 / 5.10
HOMO level (spin up / spin down), eV: -8.6 / -10.0
Relative energy (zero: lowest compared OMol25 entry of this formula, charge and spin), eV: 0.000
Spin multiplicity: 3
Total charge: +1
⟨S²⟩: 2.05

***

4.
Density functional theory data (ωB97M-V with the def2-TZVPD basis set) for an isolated molecule of C22H16F4N2O3S.

```
48
Properties=species:S:1:pos:R:3:forces:R:3:mulliken_charge:R:1
O -3.261 -2.175 -4.345 0.221 -0.221 0.249 -0.6314
C -1.511 -4.220 0.008 0.405 -0.266 0.017 0.9013
C 0.914 -2.687 -3.380 -0.042 0.110 -0.014 -0.8022
C 0.853 -0.729 -1.968 -0.459 -0.197 -0.388 0.2398
O -2.778 0.205 -4.724 0.137 0.181 0.119 -0.7326
C -2.606 -2.340 -1.186 -0.127 -0.003 0.373 0.0943
H 0.338 2.699 1.662 -0.086 -0.017 -0.061 0.3966
N -3.441 -0.482 -2.443 0.179 0.116 -1.150 -0.2664
H -3.675 0.499 -2.435 0.071 0.105 -0.186 0.3321
C -0.363 -2.404 -3.843 -0.121 -0.097 -0.124 -0.5150
C 1.826 1.550 0.813 -0.077 0.416 0.464 -0.6874
O -0.284 1.302 -0.235 -0.100 0.041 -0.064 -0.6347
C -2.130 -2.854 0.009 -0.021 0.024 -0.009 -0.1591
H -2.668 -0.217 2.032 -0.007 0.083 0.077 0.4241
C 2.159 3.120 2.735 0.273 0.263 0.392 0.7826
F -1.556 -4.827 1.204 -0.147 0.120 0.232 -0.2883
C 0.885 0.978 -0.166 -0.017 -0.049 -0.036 0.5854
C 1.391 2.447 1.707 -0.080 -0.514 -0.589 -0.3363
H 1.433 -3.564 -3.732 0.042 -0.085 -0.029 0.3926
H -0.915 0.473 -2.142 -0.012 0.025 0.100 0.6367
F -2.066 -5.063 -0.870 -0.256 0.059 -0.211 -0.2741
C 1.488 3.955 3.635 0.172 -0.205 -0.217 -0.4754
C 1.510 -1.867 -2.442 -0.103 0.106 0.028 -0.6530
C -0.404 -0.413 -2.476 0.169 0.254 0.065 -0.1131
C -2.646 -0.812 1.133 0.041 -0.096 0.005 -0.6580
H 2.853 1.220 0.773 0.164 0.001 0.060 0.2304
H -2.625 -2.941 -2.080 0.003 -0.159 0.001 0.9656
F -0.196 -4.158 -0.320 0.038 0.157 -0.042 -0.2367
F 4.209 5.102 5.702 -0.056 -0.058 -0.088 -0.3171
N 1.470 0.045 -0.990 0.437 0.029 0.149 -0.0195
H -3.453 0.746 -0.087 -0.016 0.164 -0.006 0.3538
H 0.419 4.077 3.545 -0.112 0.012 -0.021 0.3514
S -2.687 -0.950 -3.885 -0.260 0.497 0.208 1.3603
C 4.236 3.640 3.858 0.040 0.102 0.155 -0.5785
C -3.064 -1.024 -1.230 0.175 -0.690 0.941 -0.2056
C 3.536 4.455 4.733 -0.179 -0.057 -0.110 0.3549
H 5.304 3.537 3.963 0.099 0.005 0.026 0.4306
H 4.089 2.347 2.181 0.073 -0.066 -0.074 0.3042
H 1.653 5.266 5.332 -0.028 0.065 0.075 0.4325
C 2.166 4.622 4.634 0.288 0.097 0.190 -0.5620
C 3.544 2.977 2.865 -0.233 0.080 0.043 -0.4197
C -0.996 -1.268 -3.380 -0.329 -0.036 -0.229 -0.0583
H -0.877 -3.048 -4.536 -0.010 -0.156 -0.062 0.5271
H 2.490 -2.114 -2.059 0.113 -0.040 0.068 0.3725
C -3.095 -0.272 -0.055 -0.081 -0.099 -0.332 -0.6115
H -1.755 -2.515 2.093 0.012 -0.037 0.080 0.4730
C -2.136 -2.099 1.174 -0.011 -0.106 -0.103 -0.9029
H 2.423 -0.219 -0.780 -0.179 0.144 0.028 0.1968
```
Forces are in eV/Å.

## Properties
LUMO, eV: -0.48
Kohn-Sham gap, eV: 8.36
SMILES: O=C(/C=C/c1ccc(F)cc1)Nc1cccc(S(=O)(=O)Nc2cccc(C(F)(F)F)c2)c1
HOMO level, eV: -8.8
Relative energy (zero: lowest compared OMol25 entry of this formula, charge and spin), eV: 0.022

***

5.
Density functional theory data (ωB97M-V with the def2-TZVPD basis set) for a cluster of 2 separate species, C4H8O2 in total.

```
14
Properties=species:S:1:pos:R:3:forces:R:3:mulliken_charge:R:1
C -3.655 0.490 -0.070 -0.005 0.596 -0.185 -0.5395
C 2.167 1.333 0.086 0.487 -1.675 0.493 -0.8524
H -4.666 0.527 -0.349 -1.225 -0.819 -0.951 0.2760
H 3.282 1.409 0.115 -1.125 -0.001 0.343 0.2800
H -2.908 -1.582 -0.082 -0.900 0.377 0.692 0.2611
H -3.265 1.487 -0.090 0.393 0.481 0.947 0.2033
O 0.365 -0.211 -0.233 0.290 -0.875 -0.385 -0.4207
C 1.729 -0.129 -0.063 -0.325 -1.657 0.763 0.6496
H 1.779 1.865 -0.739 -0.308 0.670 -1.079 0.3092
H -1.914 -0.211 0.755 -1.214 -0.789 -1.254 0.0793
H 0.114 -1.181 -0.329 0.690 1.604 0.252 0.3324
H 1.602 1.705 0.952 0.681 0.023 0.013 0.2597
O 2.364 -1.165 0.070 -0.285 1.932 -0.421 -0.5646
C -2.883 -0.529 0.226 2.844 0.134 0.773 -0.2734
```
Forces are in eV/Å.

## Properties
LUMO, eV: 0.75
Kohn-Sham gap, eV: 10.66
SMILES: CC(=O)O.C=C
HOMO level, eV: -9.9
Relative energy (zero: lowest compared OMol25 entry of this formula, charge and spin), eV: 1.825

***

6.
Density functional theory data (ωB97M-V with the def2-TZVPD basis set) for an isolated molecule of C4H4OS.

```
10
Properties=species:S:1:pos:R:3:forces:R:3:mulliken_charge:R:1
H 0.564 -2.350 0.189 -0.167 -2.744 0.200 0.4149
C -0.889 0.331 -0.181 -0.375 2.086 0.958 0.4667
C 1.948 -0.787 0.125 -2.180 4.430 -0.512 -0.4179
H -2.187 1.625 0.969 -0.094 -0.371 1.054 0.3331
H -1.552 2.218 -0.657 0.218 -1.343 1.508 0.2024
S 2.403 0.885 -0.098 -0.963 -1.904 0.083 -0.2893
C -1.519 1.405 0.174 0.200 1.467 -3.476 -0.6606
O -0.514 -0.823 -0.145 -0.148 -0.565 -0.548 -0.2237
H 2.640 -1.461 0.426 2.416 -2.072 0.467 0.3248
C 0.714 -1.352 0.084 1.092 1.016 0.266 -0.1504
```
Forces are in eV/Å.

## Properties
LUMO (spin up / spin down), eV: -0.74 / -1.46
Kohn-Sham gap (spin up / spin down), eV: 7.14 / 6.12
HOMO level (spin up / spin down), eV: -7.9 / -7.6
Relative energy (zero: lowest compared OMol25 entry of this formula, charge and spin), eV: 5.155